C5H9P | the ωB97M-V functional and the def2-TZVPD basis

The geometry in XYZ format:
```
15
Properties=species:S:1:pos:R:3:mulliken_charge:R:1
P -0.716 -0.213 0.149 0.517
C 2.099 0.536 -0.178 0.073
C 0.648 0.698 -0.238 -0.356
C -2.130 1.054 0.017 -1.129
C -1.285 -1.794 -0.305 -0.829
C 2.733 -0.610 0.174 -0.869
H -2.834 1.048 -0.819 0.342
H 2.339 -1.606 0.222 0.287
H -2.369 -1.855 0.035 0.245
H 3.819 -0.656 -0.008 0.248
H -1.925 2.070 0.232 0.401
H -2.717 0.755 0.916 0.323
H 2.800 1.378 -0.215 0.276
H 0.217 1.710 -0.114 0.162
H -0.681 -2.514 0.131 0.310
```

Output
charge = 0
multiplicity = 1
SMILES string = C=CC=P(=C)C
HOMO level = -7.455 eV